[1]
C3H27O11 | ωB97M-V/def2-TZVPD

As for the highest occupied orbital energy: -6.15 eV. For the LUMO energy, the calculation gives 0.1054 hartree. The value obtained for the frontier orbital gap is 9.01 eV. Its spin multiplicity is 1. The strongest force on any atom comes out at 7.978 eV Å⁻¹. The calculation puts the relative energy (zero: lowest compared OMol25 entry of this formula, charge and spin) at 72.4 kcal/mol. As for the total charge: -1.

Last columns: bonded neighbours and bond lengths (Å).
Positions of all 41 atoms, in Å:
1 C -0.204 0.790 -0.397  O2 1.333, C3 1.593, H5 1.141, H6 1.081
2 O 0.392 -0.143 -1.139  C1 1.333
3 C -1.645 0.193 -0.072  C1 1.593, C4 1.526, H7 1.045, H8 1.147
4 C -2.740 1.154 -0.523  C3 1.526, H9 1.098, H10 1.110, H11 1.148
5 H -0.425 1.788 -0.904  C1 1.141
6 H 0.396 0.807 0.502  C1 1.081
7 H -1.777 -0.087 0.927  C3 1.045
8 H -1.787 -0.739 -0.726  C3 1.147
9 H -3.642 0.541 -0.390  C4 1.098
10 H -2.449 1.593 -1.500  C4 1.110
11 H -2.757 2.015 0.236  C4 1.148
12 H -2.199 -1.354 -2.375  O14 0.954
13 H -0.500 -1.212 -1.855  O14 1.072
14 O -1.332 -1.738 -2.280  H12 0.954, H13 1.072
15 H 1.832 0.452 -1.561  O17 1.075
16 H 3.125 -0.375 -1.165  O17 0.944
17 O 2.899 0.389 -1.671  H15 1.075, H16 0.944
18 H -1.169 3.514 1.911  O20 0.933
19 H 0.212 3.202 1.505  O20 0.978
20 O -0.381 3.181 2.282  H18 0.933, H19 0.978
21 H 1.664 -1.190 -0.794  O23 0.974
22 H 2.318 -1.911 -1.476  O23 0.869
23 O 2.425 -1.772 -0.625  H21 0.974, H22 0.869
24 H -1.448 -2.452 2.624  O26 1.042
25 H -0.210 -2.219 3.504  O26 0.912
26 O -1.116 -2.142 3.561  H24 1.042, H25 0.912
27 H 1.701 -0.777 2.215  O29 0.925
28 H 2.186 -1.662 1.256  O29 0.995
29 O 2.214 -1.546 2.243  H27 0.925, H28 0.995
30 H -1.065 -3.806 -0.545  O32 0.980
31 H -1.012 -2.407 -0.013  O32 0.942
32 O -1.339 -3.259 0.221  H30 0.980, H31 0.942
33 H -0.524 -0.517 2.110  O35 0.912
34 H -0.214 0.944 2.267  O35 0.993
35 O 0.076 0.030 2.526  H33 0.912, H34 0.993
36 H 2.643 1.754 -0.740  O38 1.028
37 H 2.897 3.260 -0.158  O38 0.909
38 O 2.345 2.538 -0.144  H36 1.028, H37 0.909
39 H -0.070 0.315 -2.630  O41 1.035
40 H 0.585 1.786 -2.878  O41 0.988
41 O 0.093 1.059 -3.331  H39 1.035, H40 0.988

=====

[2]
C45H77NO12 | ωB97M-V/def2-TZVPD

As for the highest occupied orbital energy: -9.14 eV. The SMILES is C[N+](=O)[O-].c1ccccc1.c1ccccc1.c1ccccc1.c1ccccc1.COCCOC.COCCOC.COCCOC.COCCOC.COCCOC. For the LUMO energy, the calculation gives 0.0051 hartree. The value obtained for the frontier orbital gap is 9.28 eV. Its spin multiplicity is 1. The strongest force on any atom comes out at 3.629 eV Å⁻¹.

Last columns: bonded neighbours and bond lengths (Å).
Positions of all 135 atoms, in Å:
1 C 7.895 0.293 5.157  N2 1.452, H5 1.090, H6 1.090, H7 1.090
2 N 8.257 1.111 6.301  C1 1.452, O3 1.239, O4 1.246
3 O 8.632 2.271 6.081  N2 1.239
4 O 8.179 0.586 7.427  N2 1.246
5 H 8.305 0.661 4.217  C1 1.090
6 H 6.809 0.203 5.104  C1 1.090
7 H 8.307 -0.691 5.383  C1 1.090
8 C 1.581 -0.746 0.804  C9 1.392, C13 1.384, H14 1.080
9 C 0.328 -0.161 0.647  C8 1.392, C10 1.419, H15 1.080
10 C 0.160 1.247 0.604  C9 1.419, C11 1.371, H16 1.080
11 C 1.309 1.994 0.586  C10 1.371, C12 1.406, H17 1.080
12 C 2.598 1.433 0.584  C11 1.406, C13 1.398, H18 1.080
13 C 2.713 0.047 0.725  C8 1.384, C12 1.398, H19 1.080
14 H 1.707 -1.779 1.095  C8 1.080
15 H -0.463 -0.896 0.619  C9 1.080
16 H -0.839 1.658 0.591  C10 1.080
17 H 1.156 3.062 0.531  C11 1.080
18 H 3.482 2.046 0.684  C12 1.080
19 H 3.703 -0.375 0.804  C13 1.080
20 C 1.114 -1.630 6.996  C21 1.359, C25 1.376, H26 1.080
21 C 1.195 -2.528 8.013  C20 1.359, C22 1.409, H27 1.080
22 C 2.060 -2.221 9.083  C21 1.409, C23 1.417, H28 1.080
23 C 2.697 -0.963 9.221  C22 1.417, C24 1.374, H29 1.080
24 C 2.485 -0.013 8.252  C23 1.374, C25 1.402, H30 1.080
25 C 1.767 -0.425 7.121  C20 1.376, C24 1.402, H31 1.080
26 H 0.528 -1.822 6.110  C20 1.080
27 H 0.713 -3.494 8.039  C21 1.080
28 H 2.202 -2.969 9.849  C22 1.080
29 H 3.203 -0.655 10.124  C23 1.080
30 H 2.901 0.984 8.258  C24 1.080
31 H 1.738 0.213 6.250  C25 1.080
32 C -0.180 1.297 -6.153  C33 1.399, C37 1.372, H38 1.080
33 C 0.604 0.699 -5.160  C32 1.399, C34 1.401, H39 1.080
34 C 1.992 0.884 -5.222  C33 1.401, C35 1.383, H40 1.080
35 C 2.559 1.678 -6.201  C34 1.383, C36 1.380, H41 1.080
36 C 1.754 2.270 -7.153  C35 1.380, C37 1.358, H42 1.080
37 C 0.416 2.036 -7.143  C32 1.372, C36 1.358, H43 1.080
38 H -1.245 1.120 -6.174  C32 1.080
39 H 0.129 0.054 -4.437  C33 1.080
40 H 2.689 0.499 -4.492  C34 1.080
41 H 3.612 1.915 -6.241  C35 1.080
42 H 2.196 2.887 -7.921  C36 1.080
43 H -0.216 2.563 -7.842  C37 1.080
44 C 0.056 -5.246 -4.490  C45 1.352, C49 1.367, H50 1.080
45 C 1.362 -4.899 -4.482  C44 1.352, C46 1.424, H51 1.080
46 C 2.184 -5.034 -5.638  C45 1.424, C47 1.382, H52 1.080
47 C 1.605 -5.528 -6.792  C46 1.382, C48 1.418, H53 1.080
48 C 0.253 -5.952 -6.755  C47 1.418, C49 1.379, H54 1.080
49 C -0.491 -5.825 -5.601  C44 1.367, C48 1.379, H55 1.080
50 H -0.567 -5.167 -3.611  C44 1.080
51 H 1.826 -4.416 -3.634  C45 1.080
52 H 3.223 -4.739 -5.630  C46 1.080
53 H 2.134 -5.595 -7.731  C47 1.080
54 H -0.256 -6.327 -7.630  C48 1.080
55 H -1.503 -6.201 -5.583  C49 1.080
56 C -5.822 2.170 -7.671  O57 1.407, H62 1.090, H63 1.090, H64 1.090
57 O -6.758 1.168 -7.353  C56 1.407, C58 1.472
58 C -7.621 1.637 -6.258  O57 1.472, C59 1.542, H65 1.090, H66 1.090
59 C -6.889 1.473 -4.910  C58 1.542, O60 1.407, H67 1.090, H68 1.090
60 O -6.156 2.640 -4.626  C59 1.407, C61 1.394
61 C -5.733 2.906 -3.324  O60 1.394, H69 1.090, H70 1.090, H71 1.090
62 H -5.158 2.506 -6.875  C56 1.090
63 H -6.222 3.112 -8.045  C56 1.090
64 H -5.200 1.680 -8.420  C56 1.090
65 H -8.609 1.207 -6.422  C58 1.090
66 H -7.933 2.681 -6.299  C58 1.090
67 H -6.312 0.549 -4.904  C59 1.090
68 H -7.596 1.479 -4.080  C59 1.090
69 H -4.885 3.586 -3.405  C61 1.090
70 H -5.346 2.012 -2.836  C61 1.090
71 H -6.434 3.413 -2.662  C61 1.090
72 C -3.834 -5.870 3.307  O73 1.417, H78 1.090, H79 1.090, H80 1.090
73 O -4.714 -5.354 2.323  C72 1.417, C74 1.423
74 C -6.090 -5.164 2.635  O73 1.423, C75 1.503, H81 1.090, H82 1.090
75 C -6.784 -6.169 3.510  C74 1.503, O76 1.412, H83 1.090, H84 1.090
76 O -6.331 -6.345 4.836  C75 1.412, C77 1.430
77 C -7.114 -7.248 5.620  O76 1.430, H85 1.090, H86 1.090, H87 1.090
78 H -4.234 -6.763 3.787  C72 1.090
79 H -3.709 -5.083 4.050  C72 1.090
80 H -2.886 -5.970 2.777  C72 1.090
81 H -6.679 -4.872 1.766  C74 1.090
82 H -6.118 -4.224 3.186  C74 1.090
83 H -6.758 -7.151 3.038  C75 1.090
84 H -7.855 -6.003 3.622  C75 1.090
85 H -7.080 -8.258 5.211  C77 1.090
86 H -8.120 -6.893 5.846  C77 1.090
87 H -6.680 -7.285 6.619  C77 1.090
88 C 12.563 -2.419 3.643  O89 1.391, H94 1.090, H95 1.090, H96 1.090
89 O 11.416 -2.953 3.065  C88 1.391, C90 1.448
90 C 11.601 -4.304 2.579  O89 1.448, C91 1.610, H97 1.090, H98 1.090
91 C 10.157 -4.791 2.061  C90 1.610, O92 1.427, H99 1.090, H100 1.090
92 O 9.177 -4.557 3.073  C91 1.427, C93 1.395
93 C 7.923 -5.008 2.664  O92 1.395, H101 1.090, H102 1.090, H103 1.090
94 H 13.369 -2.329 2.915  C88 1.090
95 H 12.998 -3.064 4.406  C88 1.090
96 H 12.387 -1.408 4.009  C88 1.090
97 H 12.104 -4.943 3.305  C90 1.090
98 H 12.155 -4.340 1.641  C90 1.090
99 H 10.143 -5.842 1.774  C91 1.090
100 H 9.860 -4.151 1.231  C91 1.090
101 H 7.447 -4.425 1.876  C93 1.090
102 H 7.187 -4.981 3.468  C93 1.090
103 H 7.910 -6.066 2.402  C93 1.090
104 C 3.865 11.224 -6.488  O105 1.397, H110 1.090, H111 1.090, H112 1.090
105 O 4.066 10.359 -5.409  C104 1.397, C106 1.437
106 C 2.801 9.907 -4.900  O105 1.437, C107 1.544, H113 1.090, H114 1.090
107 C 2.781 9.246 -3.505  C106 1.544, O108 1.405, H115 1.090, H116 1.090
108 O 3.465 8.029 -3.350  C107 1.405, C109 1.390
109 C 2.844 6.966 -3.995  O108 1.390, H117 1.090, H118 1.090, H119 1.090
110 H 4.812 11.690 -6.760  C104 1.090
111 H 3.153 12.008 -6.229  C104 1.090
112 H 3.446 10.639 -7.307  C104 1.090
113 H 2.297 9.292 -5.645  C106 1.090
114 H 2.103 10.743 -4.850  C106 1.090
115 H 1.745 9.081 -3.209  C107 1.090
116 H 3.141 9.926 -2.733  C107 1.090
117 H 3.410 6.044 -3.864  C109 1.090
118 H 2.806 7.167 -5.066  C109 1.090
119 H 1.799 6.906 -3.691  C109 1.090
120 C -6.109 0.842 3.917  O121 1.378, H126 1.090, H127 1.090, H128 1.090
121 O -7.085 1.658 3.386  C120 1.378, C122 1.488
122 C -8.271 1.762 4.279  O121 1.488, C123 1.548, H129 1.090, H130 1.090
123 C -9.377 2.572 3.560  C122 1.548, O124 1.440, H131 1.090, H132 1.090
124 O -9.969 1.964 2.397  C123 1.440, C125 1.458
125 C -11.210 2.684 2.136  O124 1.458, H133 1.090, H134 1.090, H135 1.090
126 H -6.418 0.234 4.767  C120 1.090
127 H -5.216 1.389 4.218  C120 1.090
128 H -5.993 0.185 3.054  C120 1.090
129 H -7.959 2.243 5.206  C122 1.090
130 H -8.555 0.742 4.540  C122 1.090
131 H -8.990 3.554 3.289  C123 1.090
132 H -10.113 2.699 4.354  C123 1.090
133 H -10.959 3.744 2.155  C125 1.090
134 H -11.993 2.662 2.893  C125 1.090
135 H -11.609 2.442 1.151  C125 1.090

=====

[3]
C4H10BNO3 | ωB97M-V/def2-TZVPD

As for the highest occupied orbital energy: -9.10 eV. The SMILES is CCC(=O)NCB(O)O. For the LUMO energy, the calculation gives 0.0098 hartree. The value obtained for the frontier orbital gap is 9.37 eV. Its spin multiplicity is 1. The strongest force on any atom comes out at 2.419 eV Å⁻¹. The calculation puts the relative energy (zero: lowest compared OMol25 entry of this formula, charge and spin) at 0.0 kcal/mol.

Last columns: bonded neighbours and bond lengths (Å).
Positions of all 19 atoms, in Å:
1 C 0.811 -2.726 1.145  C2 1.531, H10 1.074, H11 1.105, H12 1.063
2 C 0.229 -2.200 -0.169  C1 1.531, C3 1.592, H13 1.128, H14 1.095
3 C -0.711 -0.929 0.020  C2 1.592, O4 1.217, N5 1.368
4 O -1.900 -1.050 0.249  C3 1.217
5 N -0.051 0.269 0.024  C3 1.368, C6 1.445, H15 0.965
6 C -0.658 1.549 0.307  N5 1.445, B7 1.542, H16 1.029, H17 1.074
7 B -0.116 2.625 -0.656  C6 1.542, O8 1.404, O9 1.379
8 O 1.182 3.058 -0.340  B7 1.404, H18 0.973
9 O -0.975 2.950 -1.685  B7 1.379, H19 0.981
10 H -0.006 -3.067 1.752  C1 1.074
11 H 1.323 -1.932 1.718  C1 1.105
12 H 1.423 -3.593 1.081  C1 1.063
13 H 0.992 -1.994 -0.973  C2 1.128
14 H -0.350 -3.000 -0.645  C2 1.095
15 H 0.869 0.293 -0.262  N5 0.965
16 H -1.676 1.445 0.199  C6 1.029
17 H -0.246 2.051 1.162  C6 1.074
18 H 1.439 3.900 -0.753  O8 0.973
19 H -1.577 2.350 -2.176  O9 0.981

=====

[4]
C4H9NO2 | ωB97M-V/def2-TZVPD

As for the highest occupied orbital energy: -9.14 eV. The SMILES is C=C(CO)N(C)O. For the LUMO energy, the calculation gives 0.0296 hartree. The value obtained for the frontier orbital gap is 9.95 eV. Its spin multiplicity is 1. The strongest force on any atom comes out at 6.275 eV Å⁻¹. The calculation puts the relative energy (zero: lowest compared OMol25 entry of this formula, charge and spin) at 123.7 kcal/mol.

Last columns: bonded neighbours and bond lengths (Å).
Positions of all 16 atoms, in Å:
1 C 1.086 1.291 -0.329  C2 1.308, H8 1.079, H9 1.078
2 C 0.621 0.103 -0.046  C1 1.308, C3 1.435, N5 1.681
3 C 0.976 -1.255 0.254  C2 1.435, O4 1.600, H10 1.088, H11 1.091
4 O 2.563 -1.067 0.332  C3 1.600, H12 0.966
5 N -1.012 -0.245 0.147  C2 1.681, C6 1.444, O7 1.426
6 C -1.793 0.924 0.473  N5 1.444, H13 1.097, H14 1.092, H15 1.090
7 O -1.511 -0.824 -1.057  N5 1.426, H16 0.967
8 H 0.424 2.123 -0.516  C1 1.079
9 H 2.149 1.475 -0.317  C1 1.078
10 H 0.741 -1.591 1.262  C3 1.088
11 H 0.761 -1.966 -0.545  C3 1.091
12 H 2.899 -0.950 -0.566  O4 0.966
13 H -1.730 1.711 -0.289  C6 1.097
14 H -2.841 0.629 0.563  C6 1.092
15 H -1.440 1.315 1.427  C6 1.090
16 H -1.892 -1.672 -0.794  O7 0.967

=====

[5]
C4H38BO27 | ωB97M-V/def2-TZVPD

As for the highest occupied orbital energy: -7.87 eV. For the LUMO energy, the calculation gives 0.0467 hartree. The value obtained for the frontier orbital gap is 9.14 eV. Its spin multiplicity is 1. The strongest force on any atom comes out at 4.960 eV Å⁻¹. The calculation puts the relative energy (zero: lowest compared OMol25 entry of this formula, charge and spin) at 66.6 kcal/mol. As for the total charge: -1.

Last columns: bonded neighbours and bond lengths (Å).
Positions of all 70 atoms, in Å:
1 O 20.604 -5.937 0.028  C2 1.214
2 C 19.885 -6.866 -0.280  O1 1.214, O3 1.335, C6 1.502
3 O 20.252 -8.080 -0.697  C2 1.335, B4 1.455
4 B 19.074 -8.906 -0.912  O3 1.455, O5 1.454, O8 1.512, O12 1.471
5 O 17.953 -8.010 -0.675  B4 1.454, C6 1.319
6 C 18.384 -6.830 -0.271  C2 1.502, O5 1.319, O7 1.259
7 O 17.627 -5.925 0.168  C6 1.259
8 O 19.110 -10.045 0.082  B4 1.512, C9 1.323
9 C 18.899 -11.140 -0.632  O8 1.323, O10 1.212, C11 1.611
10 O 18.895 -12.289 -0.248  C9 1.212
11 C 18.947 -10.760 -2.197  C9 1.611, O12 1.304, O13 1.233
12 O 19.134 -9.471 -2.269  B4 1.471, C11 1.304
13 O 18.856 -11.564 -3.127  C11 1.233
14 O 15.120 -10.034 1.792  H15 0.957, H16 0.957
15 H 14.798 -10.892 1.518  O14 0.957
16 H 15.260 -9.558 0.973  O14 0.957
17 O 22.811 -13.858 -3.026  H18 0.957, H19 0.957
18 H 22.051 -13.710 -2.462  O17 0.957
19 H 22.578 -14.627 -3.546  O17 0.957
20 O 17.839 -8.655 -6.762  H21 0.957, H22 0.957
21 H 18.707 -8.391 -7.067  O20 0.957
22 H 17.913 -9.597 -6.611  O20 0.957
23 O 19.161 -17.280 1.251  H24 0.957, H25 0.957
24 H 18.219 -17.120 1.309  O23 0.957
25 H 19.269 -18.187 1.537  O23 0.957
26 O 14.693 -6.553 3.570  H27 0.957, H28 0.957
27 H 14.382 -5.960 2.886  O26 0.957
28 H 14.742 -7.408 3.143  O26 0.957
29 O 15.032 -11.934 -5.579  H30 0.957, H31 0.957
30 H 15.918 -12.258 -5.415  O29 0.957
31 H 15.144 -11.252 -6.242  O29 0.957
32 O 24.001 -10.290 -1.894  H33 0.957, H34 0.957
33 H 23.673 -11.100 -2.284  O32 0.957
34 H 23.215 -9.773 -1.718  O32 0.957
35 O 19.773 -17.546 -2.754  H36 0.957, H37 0.957
36 H 19.839 -18.480 -2.553  O35 0.957
37 H 19.630 -17.127 -1.906  O35 0.957
38 O 12.970 -4.925 0.067  H39 0.957, H40 0.957
39 H 12.330 -4.517 -0.517  O38 0.957
40 H 13.541 -5.427 -0.515  O38 0.957
41 O 23.841 -5.452 3.304  H42 0.957, H43 0.957
42 H 23.601 -6.321 2.983  O41 0.957
43 H 24.797 -5.432 3.253  O41 0.957
44 O 18.866 -1.158 0.498  H45 0.957, H46 0.957
45 H 19.034 -1.133 1.440  O44 0.957
46 H 17.976 -1.504 0.422  O44 0.957
47 O 22.336 -15.801 0.680  H48 0.957, H49 0.957
48 H 22.642 -16.511 0.115  O47 0.957
49 H 21.408 -15.989 0.821  O47 0.957
50 O 22.482 -1.804 2.260  H51 0.957, H52 0.957
51 H 23.256 -2.320 2.484  O50 0.957
52 H 21.943 -2.396 1.736  O50 0.957
53 O 18.607 -4.200 3.771  H54 0.957, H55 0.957
54 H 19.311 -4.834 3.906  O53 0.957
55 H 17.979 -4.656 3.210  O53 0.957
56 O 24.632 -4.091 -1.548  H57 0.957, H58 0.957
57 H 23.752 -4.242 -1.203  O56 0.957
58 H 24.740 -4.754 -2.230  O56 0.957
59 O 14.542 -1.382 0.114  H60 0.957, H61 0.957
60 H 13.816 -1.234 -0.493  O59 0.957
61 H 14.575 -2.332 0.221  O59 0.957
62 O 19.552 -14.330 4.295  H63 0.957, H64 0.957
63 H 19.258 -14.637 3.437  O62 0.957
64 H 18.794 -13.870 4.657  O62 0.957
65 O 18.010 -8.985 4.404  H66 0.957, H67 0.957
66 H 17.523 -9.619 4.930  O65 0.957
67 H 18.064 -9.384 3.536  O65 0.957
68 O 16.899 -15.773 -3.482  H69 0.957, H70 0.957
69 H 17.676 -16.331 -3.519  O68 0.957
70 H 17.233 -14.886 -3.612  O68 0.957

=====

> highest occupied orbital energy of number 5 (C4H38BO27)?

-7.87 eV